Version P
The following is a DFT calculation (ωB97M-V with the def2-TZVPD basis set) of a single C4H6S molecule.

As for the multiplicity: 1. As for the LUMO energy: 1.05 eV. Its frontier orbital gap is 0.3656 Eh.

Last column: natural (NBO) charge in e.
Cartesian coordinates (Å):
S (2.0787, -0.9016, -0.0930)  0.173
C (-0.5624, -0.4390, -0.3391)  -0.176
C (1.5956, 0.7983, -0.1804)  -0.505
C (-1.8707, -0.4621, -0.0490)  -0.412
C (0.6097, -0.1321, 0.4996)  -0.362
H (-2.8589, -0.3121, -0.4175)  0.224
H (2.1200, 1.4072, 0.4990)  0.230
H (1.0516, 1.2224, -1.0889)  0.233
H (-2.1693, -0.5766, 0.9638)  0.171
H (-0.3904, -0.4947, -1.3555)  0.190
H (0.3960, -0.1096, 1.5612)  0.234

=====

Version Q
The following is a DFT calculation (ωB97M-V with the def2-TZVPD basis set) of a single C4H6S molecule.

As for the multiplicity: 1. As for the LUMO energy: -0.80 eV. Its frontier orbital gap is 0.2908 Eh.

Last column: natural (NBO) charge in e.
Cartesian coordinates (Å):
S (-2.5737, -0.1187, -0.0945)  0.032
C (-1.1377, -0.9737, -0.0350)  -0.280
C (1.3014, -0.8651, -0.1326)  -0.331
C (0.0243, 1.3181, -0.0090)  -0.648
C (0.1532, -0.2378, -0.0597)  -0.111
H (0.9901, 1.7887, -0.1517)  0.210
H (-0.3679, 1.4940, 0.9960)  0.225
H (-0.7278, 1.8406, -0.7010)  0.246
H (2.1991, -0.0994, -0.1143)  0.218
H (1.2801, -1.9316, -0.1448)  0.215
H (-1.1409, -2.2151, 0.4466)  0.223

=====

Energetically preferred structure: version P | next structure: +0.093 eV

=====

Version P
The following is a DFT calculation (ωB97M-V with the def2-TZVPD basis set) of 2 unconnected molecules or ions with the total composition C2HF4P.

As for the multiplicity: 1. As for the LUMO energy (alpha / beta): -1.50 / -1.28 eV. Its frontier orbital gap (alpha / beta) is 0.3124 / 0.2984 Eh.

Last column: natural (NBO) charge in e.
Cartesian coordinates (Å):
P (-1.6840, 0.5505, -0.3170)  0.421
F (-2.3377, -1.9493, 0.2009)  -0.326
F (1.3302, 0.6306, 1.1488)  -0.352
F (1.5505, -0.0487, -0.8824)  -0.331
F (1.7593, 2.0748, -0.5148)  -0.319
C (1.1146, 0.9630, -0.1636)  0.928
C (-1.3507, -1.0192, 0.0782)  -0.218
H (-0.3822, -1.2017, 0.4499)  0.197

=====

Version Q
The following is a DFT calculation (ωB97M-V with the def2-TZVPD basis set) of 2 unconnected molecules or ions with the total composition C2HF4P.

As for the multiplicity: 1. As for the LUMO energy (alpha / beta): -1.43 / -0.73 eV. Its frontier orbital gap (alpha / beta) is 0.3079 / 0.3055 Eh.

Last column: natural (NBO) charge in e.
Cartesian coordinates (Å):
P (1.1580, -1.5887, 0.7264)  0.359
F (-1.9499, 0.8241, 1.2987)  -0.320
F (-2.6141, -0.4572, -0.3448)  -0.304
F (3.0449, -0.1855, -0.5476)  -0.327
F (-0.9576, 0.9922, -0.6929)  -0.330
C (1.7988, -0.3478, -0.1374)  -0.253
C (-1.6015, 0.1823, 0.1749)  0.971
H (1.1213, 0.5806, -0.4772)  0.204

=====

Energetically preferred structure: version P | next structure: +0.482 eV

=====

Version P
The following is a DFT calculation (ωB97M-V with the def2-TZVPD basis set) of a gas-phase ion, C5H13N4 (charge +1).

As for the multiplicity: 1. As for the LUMO energy (alpha / beta): -3.62 / -3.62 eV. As for the total charge: +1. Its frontier orbital gap (alpha / beta) is 0.3070 / 0.3070 Eh.

Last column: natural (NBO) charge in e.
Cartesian coordinates (Å):
N (0.6227, 0.6533, -0.1600)  -0.181
N (-1.4794, 2.0327, 0.1054)  -0.740
N (0.9149, -0.7062, -0.2979)  -0.261
N (-2.7385, -0.7731, -0.0891)  -0.805
C (1.7043, 1.6424, 0.0963)  -0.448
C (2.0093, -1.3713, 0.2812)  -0.446
C (-1.4169, -0.3716, -0.5709)  -0.156
C (-0.8602, 0.8751, -0.0390)  0.514
C (-0.3531, -1.3479, -0.1180)  -0.216
H (-0.3417, -2.3561, -0.6598)  0.251
H (2.2957, -0.7516, 1.2005)  0.201
H (1.7675, -2.4646, 0.3862)  0.251
H (-1.2957, -0.2547, -1.6845)  0.249
H (-0.4582, -1.4860, 1.0091)  0.175
H (3.0610, -1.3289, -0.2538)  0.226
H (1.4705, 2.5231, -0.5025)  0.232
H (-3.1955, -1.3357, -0.7158)  0.384
H (2.7250, 1.1600, -0.2789)  0.264
H (-2.5762, -1.2849, 0.7830)  0.372
H (1.7153, 1.9157, 1.2185)  0.235
H (-2.5160, 2.1222, -0.1563)  0.460
H (-1.0550, 2.9082, 0.4465)  0.439

=====

Version Q
The following is a DFT calculation (ωB97M-V with the def2-TZVPD basis set) of a gas-phase ion, C5H13N4 (charge +1).

As for the multiplicity: 1. As for the LUMO energy: -3.54 eV. As for the total charge: +1. Its frontier orbital gap is 0.3192 Eh.

Last column: natural (NBO) charge in e.
Cartesian coordinates (Å):
N (0.1906, -1.5285, 0.6040)  -0.525
N (0.0252, 0.8878, 0.7309)  -0.272
N (-0.5867, -0.2118, -1.1303)  -0.396
N (1.3283, 1.0006, 1.3092)  -0.534
C (-0.2241, 1.9483, -0.3369)  -0.247
C (-0.0989, -0.4092, 0.1213)  0.543
C (-0.8578, -1.2083, -2.0640)  -0.423
C (0.4793, -1.8211, 1.9786)  -0.467
C (-1.0219, 1.1849, -1.3097)  -0.230
H (-1.9729, -1.2936, -2.3023)  0.203
H (1.5544, -2.2009, 1.9713)  0.218
H (-0.4995, -2.2186, -1.6778)  0.258
H (-0.7271, 1.4269, -2.2966)  0.223
H (0.2503, -0.8772, 2.5951)  0.159
H (1.2418, 1.5609, 2.1538)  0.452
H (-0.4024, -1.0746, -2.9917)  0.210
H (-2.1115, 1.1668, -1.2774)  0.222
H (1.5739, -0.0041, 1.6843)  0.482
H (1.9483, 1.2426, 0.5824)  0.428
H (-0.6497, 2.7907, 0.2022)  0.237
H (-0.0278, -2.7504, 2.2239)  0.258
H (0.5884, 2.3887, -0.7703)  0.203

=====

Version R
The following is a DFT calculation (ωB97M-V with the def2-TZVPD basis set) of a gas-phase ion, C5H13N4 (charge +1).

As for the multiplicity: 1. As for the LUMO energy: -3.49 eV. As for the total charge: +1. Its frontier orbital gap is 0.3541 Eh.

Last column: natural (NBO) charge in e.
Cartesian coordinates (Å):
N (2.0806, 0.5608, -0.5454)  -0.605
N (0.2304, -0.4614, 0.2800)  -0.248
N (-1.3909, 1.5527, -0.7815)  -0.562
N (0.6348, -1.5812, -0.4293)  -0.705
C (3.1896, 0.3737, 0.3852)  -0.402
C (-3.3802, 0.2358, -0.1493)  -0.664
C (0.7953, 0.7177, 0.2661)  0.234
C (-1.1438, -0.3501, 0.8808)  -0.314
C (-1.9007, 0.5555, -0.1939)  0.308
H (-3.3866, -0.9345, 0.1652)  0.198
H (0.8218, -2.4154, 0.2167)  0.418
H (-0.4957, 1.7274, -0.4988)  0.335
H (2.9647, -0.5948, 0.8552)  0.218
H (1.9109, -0.3973, -0.9919)  0.434
H (0.0688, -1.7450, -1.2384)  0.403
H (-3.8025, 0.2415, -1.2207)  0.266
H (-1.5413, -1.3213, 1.0192)  0.229
H (3.0383, 1.2104, 1.0336)  0.244
H (-1.0613, 0.2896, 1.8203)  0.276
H (4.0626, 0.2807, -0.2055)  0.239
H (-3.8031, 0.8367, 0.6251)  0.257
H (2.1083, 1.2187, -1.2929)  0.441

=====

Energetically preferred structure: version P | next structure: +0.312 eV

=====

Version P
The following is a DFT calculation (ωB97M-V with the def2-TZVPD basis set) of a gas-phase ion, C5H11N4 (charge +1).

As for the multiplicity: 1. As for the LUMO energy: -3.20 eV. As for the total charge: +1. Its frontier orbital gap is 0.3903 Eh.

Last column: natural (NBO) charge in e.
Cartesian coordinates (Å):
N (-0.4043, 1.7069, 0.6975)  -0.532
N (-0.1925, 0.3281, -1.1554)  -0.198
N (-0.2529, -1.0702, -0.8625)  -0.147
N (-1.3160, -0.2569, -0.4181)  -0.101
C (-0.9595, 0.4344, 1.1732)  0.052
C (1.4635, 0.3012, 0.8062)  -0.468
C (-0.6067, -1.7332, -2.1151)  -0.427
C (0.2940, -0.4360, 1.5422)  -0.456
C (0.6591, 1.1110, -0.2413)  0.063
H (-1.4138, -2.3473, -1.8127)  0.224
H (0.1669, 2.0999, 1.3472)  0.439
H (-0.0684, -1.4023, 1.1875)  0.283
H (-1.9434, 0.4402, 1.7950)  0.290
H (1.2595, 1.6496, -0.9861)  0.278
H (0.4401, -0.5009, 2.6461)  0.253
H (-0.8811, 2.3281, 0.0244)  0.471
H (0.2441, -2.2730, -2.3987)  0.223
H (-0.8848, -1.0383, -2.9713)  0.225
H (2.1755, 0.9969, 1.4026)  0.250
H (2.2208, -0.3383, 0.3394)  0.278

=====

Version Q
The following is a DFT calculation (ωB97M-V with the def2-TZVPD basis set) of a gas-phase ion, C5H11N4 (charge +1).

As for the multiplicity: 1. As for the LUMO energy (alpha / beta): -4.13 / -4.15 eV. As for the total charge: +1. Its frontier orbital gap (alpha / beta) is 0.3224 / 0.3251 Eh.

Last column: natural (NBO) charge in e.
Cartesian coordinates (Å):
N (0.7479, -0.0585, 1.2151)  -0.152
N (-1.2330, 1.0647, -1.0196)  -0.546
N (-0.6545, 0.3079, 1.1236)  -0.191
N (0.3956, 1.2012, 0.8877)  -0.030
C (-0.5025, -1.1695, -0.8798)  -0.435
C (1.3091, -0.3614, 2.5123)  -0.446
C (0.6253, -0.3283, -1.5220)  -0.492
C (-1.3095, -0.1265, -0.1016)  0.090
C (0.1984, 1.0745, -1.2842)  0.050
H (-1.1292, -1.6572, -1.6260)  0.238
H (-1.8018, 0.9113, -1.8631)  0.448
H (1.7093, 0.5350, 2.9874)  0.229
H (-2.3371, -0.4043, 0.1384)  0.250
H (-1.5433, 1.9286, -0.5545)  0.461
H (0.5342, -0.7896, 3.1468)  0.236
H (1.5919, -0.5189, -1.0481)  0.277
H (-0.1179, -1.9353, -0.2096)  0.269
H (2.1013, -1.0902, 2.3584)  0.230
H (0.6679, 1.9566, -1.6736)  0.253
H (0.7478, -0.5402, -2.5875)  0.258

=====

Energetically preferred structure: version Q | next structure: +0.253 eV